[1]
This record from the OMol25 dataset describes a single C5H10O2 molecule. The level of theory is ωB97M-V/def2-TZVPD.

```
17
Properties=species:S:1:pos:R:3:mulliken_charge:R:1
O 0.654 2.040 1.022 -0.4956
C -0.372 1.692 0.105 -0.7271
C 0.134 0.391 -0.546 0.1996
C 0.671 -0.546 0.634 -0.7403
C 0.447 -1.954 0.185 -0.4586
O -0.802 -1.914 -0.472 -0.4091
C -0.906 -0.569 -1.170 -0.5746
H 0.424 2.859 1.471 0.2959
H -1.327 1.491 0.623 0.3317
H -0.556 2.539 -0.580 0.3627
H 0.945 0.636 -1.245 0.3691
H 1.687 -0.416 1.023 0.3793
H -0.041 -0.385 1.454 0.2907
H 0.460 -2.427 1.179 0.3389
H 1.252 -2.425 -0.412 0.2872
H -1.944 -0.227 -1.041 0.2919
H -0.727 -0.783 -2.229 0.2584
```

Values from the calculation:
E_tot: -346.94598 Eh
LUMO: 0.86 eV
HOMO-LUMO gap: 10.543 eV


[2]
This record from the OMol25 dataset describes 11 unconnected molecules or ions with the total composition H22O11. The level of theory is ωB97M-V/def2-TZVPD.

```
33
Properties=species:S:1:pos:R:3:mulliken_charge:R:1
O 1.765 2.055 -2.430 -0.4851
H 1.597 1.608 -1.745 0.1855
H 2.627 1.951 -2.560 0.2575
O 1.684 1.567 2.859 -0.6922
H 2.669 1.748 2.996 0.3709
H 1.788 0.813 2.351 0.4140
O -1.913 -0.744 2.070 -0.6862
H -1.315 -0.609 1.297 0.1500
H -1.514 -1.487 2.444 0.3487
O -0.512 -0.457 -0.335 -0.3714
H 0.235 -0.183 0.163 0.3878
H -0.180 -0.965 -1.088 0.2201
O 0.042 -1.917 -2.135 -0.6233
H 0.806 -1.415 -2.625 0.3357
H 0.144 -2.920 -2.112 0.2606
O -0.872 1.836 2.363 -0.6803
H 0.072 1.670 2.314 0.2524
H -1.441 1.095 2.195 0.3998
O -2.567 -1.706 -3.146 -0.6430
H -3.326 -1.166 -2.939 0.3284
H -1.960 -1.631 -2.499 0.3111
O 1.441 -0.311 1.017 -0.6883
H 0.909 -0.938 1.723 0.4097
H 2.167 -0.691 0.742 0.1649
O 0.142 -3.283 0.639 -0.5792
H 0.674 -3.592 0.003 0.2455
H -0.669 -2.822 0.433 0.3317
O -1.963 1.557 -1.500 -0.6015
H -1.469 2.364 -1.575 0.2765
H -1.598 0.818 -1.191 0.3589
O 1.080 2.558 0.369 -0.6264
H 0.205 2.823 0.559 0.3549
H 1.251 2.373 1.342 0.3125
```

Values from the calculation:
E_tot: -840.67183 Eh
LUMO: -0.79 eV
HOMO-LUMO gap: 9.640 eV


[3]
This record from the OMol25 dataset describes 2 unconnected molecules or ions with the total composition C6H14. The level of theory is ωB97M-V/def2-TZVPD.

```
20
Properties=species:S:1:pos:R:3:lowdin_spin:R:1
C 1.427 1.874 2.531 0.0914
C 1.127 2.749 1.263 0.0763
C 2.312 2.827 0.294 0.0900
H 2.449 2.012 2.894 0.0065
H 0.550 1.976 3.169 0.0153
H 1.478 0.843 2.134 0.0412
H 0.366 2.263 0.656 0.0504
H 0.768 3.683 1.682 0.0058
H 3.135 3.470 0.627 0.0060
H 2.005 3.217 -0.691 0.0162
H 2.744 1.859 0.028 0.0296
C -2.450 -3.287 -2.622 0.0677
C -2.413 -3.100 -1.097 0.1051
C -1.252 -2.682 -0.535 0.2162
H -2.398 -4.333 -2.941 0.0040
H -1.540 -2.788 -2.990 0.0270
H -3.330 -2.879 -3.123 0.0096
H -3.372 -2.801 -0.688 0.0063
H -1.281 -2.341 0.502 0.0609
H -0.324 -2.560 -1.093 0.0744
```

Values from the calculation:
Spin multiplicity: 2
E_tot: -236.89226 Eh
⟨S²⟩: 0.7509
LUMO (alpha / beta): 3.92 / 4.02 eV
HOMO-LUMO gap (alpha / beta): 2.528 / 9.728 eV
Total charge: -1


[4]
This record from the OMol25 dataset describes a molecular structure, C9H20LiN4O9. The level of theory is ωB97M-V/def2-TZVPD.

```
43
Properties=species:S:1:pos:R:3:mulliken_charge:R:1
Li -1.836 2.631 -3.780 0.8970
C -2.294 -1.846 4.606 -1.3179
C -0.904 -1.342 4.340 -0.4293
C -0.646 -1.241 2.805 -0.4982
C 0.828 -1.118 2.515 -0.9861
N 1.143 -1.031 0.971 0.4257
C 2.713 -1.114 0.765 -0.7801
C 3.045 -0.342 -0.521 -0.5765
C 2.143 0.832 -0.398 -0.5769
C 0.838 0.310 0.240 -0.6837
C 0.485 -2.217 0.222 -1.1902
H -2.405 -2.783 4.059 0.3264
H -3.008 -1.140 4.182 0.3176
H -2.697 -1.933 5.615 0.3825
H -0.174 -1.933 4.893 0.3919
H -0.836 -0.357 4.802 0.3232
H -1.192 -0.459 2.279 0.3927
H -0.890 -2.195 2.338 0.3605
H 1.393 -1.935 2.963 0.4742
H 1.216 -0.195 2.945 0.3946
H 3.024 -2.158 0.788 0.3865
H 3.281 -0.813 1.645 0.4398
H 2.854 -0.918 -1.427 0.3691
H 4.042 0.086 -0.417 0.3190
H 2.110 1.492 -1.264 0.4859
H 2.641 1.370 0.409 0.2664
H 0.117 0.163 -0.565 0.3300
H 0.360 0.946 0.985 0.3762
H 0.716 -3.200 0.634 0.2955
H 0.937 -2.264 -0.768 0.4429
H -0.573 -1.957 0.180 0.5279
N -1.084 5.734 -2.462 1.0852
O -0.394 4.744 -2.265 -0.6980
O -2.064 5.550 -3.178 -0.6921
O -0.776 6.849 -2.083 -0.6569
N -4.209 0.251 -3.151 1.0706
O -4.955 -0.714 -3.206 -0.6600
O -3.281 0.394 -2.390 -0.6788
O -4.203 1.064 -4.062 -0.6921
N 1.120 0.677 -5.814 0.9776
O 1.368 -0.369 -5.261 -0.6773
O 1.687 0.974 -6.852 -0.6353
O 0.361 1.504 -5.318 -0.6297
```

Values from the calculation:
E_tot: -1258.28015 Eh
LUMO: 0.91 eV
HOMO-LUMO gap: 5.639 eV
Total charge: -1


[5]
This record from the OMol25 dataset describes a single C17H18Si molecule. The level of theory is ωB97M-V/def2-TZVPD.

```
36
Properties=species:S:1:pos:R:3:mulliken_charge:R:1
C -1.721 -1.069 -1.687 -1.2712
Si -0.362 0.147 -1.051 0.2402
C -0.866 1.939 -0.712 -1.1077
C 1.333 -0.113 -1.935 0.5003
C 1.527 -1.360 -2.484 -0.4297
C 2.722 -1.692 -3.160 -0.3877
C 3.692 -0.766 -3.271 -0.5927
C 3.475 0.482 -2.717 -0.4080
C 2.292 0.876 -2.087 -0.3285
C -0.204 -0.414 0.759 0.9380
C 1.059 -0.192 1.451 -0.4313
C 0.874 0.183 2.723 -1.4064
C -0.595 0.157 2.917 0.5567
C -1.265 0.564 4.095 -0.5446
C -2.651 0.602 4.031 -0.7522
C -3.318 0.288 2.846 -0.4500
C -2.664 -0.152 1.699 -0.4602
C -1.292 -0.191 1.770 -0.1043
H -1.775 -2.097 -1.320 0.3661
H -1.696 -1.013 -2.752 0.4202
H -2.546 -0.519 -1.260 0.3581
H -0.002 2.620 -0.898 0.2855
H -1.136 2.072 0.337 0.3913
H -1.612 2.098 -1.466 0.3420
H 0.786 -2.160 -2.506 0.2629
H 2.897 -2.691 -3.555 0.3632
H 4.672 -1.159 -3.548 0.3178
H 4.235 1.225 -2.642 0.3585
H 2.229 1.782 -1.503 0.2910
H -0.192 -1.437 0.407 0.1712
H 1.966 -0.209 0.865 0.5768
H 1.681 0.356 3.377 0.4541
H -0.639 0.702 4.942 0.4346
H -3.294 1.165 4.694 0.3217
H -4.367 0.381 2.828 0.4299
H -3.244 -0.406 0.812 0.2943
```

Values from the calculation:
E_tot: -948.05200 Eh
LUMO: 0.69 eV
HOMO-LUMO gap: 8.731 eV


[6]
This record from the OMol25 dataset describes a molecular structure, C21H28AuCl2F3N4OSi. The level of theory is ωB97M-V/def2-TZVPD.

```
61
Properties=species:S:1:pos:R:3:mulliken_charge:R:1
Au -0.377 -0.211 0.444 1.2534
Cl 0.527 -1.823 -2.180 -0.0930
C 2.056 -1.002 -2.458 -0.4360
Cl 2.168 0.549 -1.577 -0.0958
H 2.149 -0.777 -3.514 0.3791
H 2.863 -1.636 -2.110 0.3382
N -0.451 -2.065 1.543 -0.8236
C -0.556 -3.099 2.054 0.5705
N -0.672 -4.265 2.616 -0.0356
C -1.193 -4.391 3.996 -0.6029
C -2.627 -4.887 3.937 -0.4684
O -2.703 -6.091 3.202 -0.3696
C -2.303 -5.915 1.859 -0.4562
C -0.850 -5.481 1.789 -0.6071
H -1.109 -3.429 4.498 0.4421
H -0.560 -5.115 4.509 0.2720
H -3.276 -4.127 3.482 0.2981
H -2.993 -5.100 4.940 0.3649
H -2.948 -5.172 1.369 0.2956
H -2.435 -6.872 1.357 0.3608
H -0.529 -5.269 0.771 0.4393
H -0.202 -6.248 2.214 0.2688
F -4.562 1.602 -4.929 -0.2250
C -4.386 2.437 -3.900 0.7038
F -3.936 3.600 -4.375 -0.2624
F -5.575 2.646 -3.326 -0.2377
C -3.416 1.835 -2.904 0.3156
C -3.811 0.751 -2.136 -0.8106
C -2.908 0.209 -1.244 -0.3921
N -1.668 0.694 -1.091 -0.2088
C -1.293 1.735 -1.842 -0.3504
C -2.134 2.336 -2.760 -0.5965
H -4.804 0.332 -2.223 0.4675
H -3.175 -0.637 -0.627 0.5104
H -0.280 2.089 -1.708 0.3898
H -1.791 3.176 -3.346 0.5303
C 0.433 4.329 1.007 -1.1267
Si -0.210 2.964 2.091 0.1357
C 0.000 3.235 3.913 -1.0425
C -1.955 2.510 1.696 -1.0301
N 0.840 1.456 1.706 -0.1063
C 2.101 1.338 1.925 0.4676
C 2.977 2.451 2.312 0.2919
C 4.303 2.251 2.515 -1.0452
C 4.828 0.948 2.365 -0.0973
C 4.054 -0.161 1.998 -0.9078
C 2.723 0.017 1.773 0.0045
H -0.401 4.996 0.775 0.4261
H 0.822 3.958 0.057 0.3634
H 1.206 4.938 1.476 0.4271
H -0.431 4.208 4.164 0.3782
H 1.031 3.234 4.267 0.3986
H -0.550 2.482 4.480 0.3311
H -2.608 3.091 2.353 0.4638
H -2.173 1.456 1.877 0.3033
H -2.227 2.745 0.667 0.2390
H 2.550 3.441 2.395 0.2553
H 4.960 3.065 2.785 0.4689
H 5.887 0.800 2.549 0.4256
H 4.517 -1.134 1.911 0.4712
H 2.066 -0.809 1.527 0.3762
```

Values from the calculation:
E_tot: -2755.87738 Eh
LUMO (alpha / beta): -9.21 / -9.21 eV
HOMO-LUMO gap (alpha / beta): 4.906 / 4.907 eV
Total charge: +2


Q: Number 5 is which compound?
A: C17H18Si